[1]
The following is a quantum chemistry calculation of a single C6H12NP molecule, from the OMol25 dataset.

The value obtained for the HOMO-LUMO gap is 8.622 eV. The energy is -17191.06978 eV. As for the net charge: 0. The lowest unoccupied orbital energy is 0.55 eV. The calculation puts the HOMO energy at -0.297 hartree.

Each line ends with the natural charge from an NBO analysis.
Atoms and positions in Å:
1 C -0.92674 2.46412 1.27104  -0.01
2 C 0.42930 -0.21426 -1.86927  -0.37
3 C -1.07340 0.08214 -1.43286  -0.44
4 C 0.93103 -1.02110 -0.70169  -0.46
5 C -1.20665 0.44411 0.01466  -0.03
6 C 0.66196 -0.38017 0.64998  -0.45
7 N -1.18847 1.77295 0.25623  -0.44
8 P 0.06948 -1.61739 1.86293  0.32
9 H -1.11136 3.50140 1.26460  0.17
10 H -0.68245 2.07597 2.36327  0.13
11 H 0.41566 -0.66963 -2.79457  0.21
12 H 0.93906 0.83244 -2.08977  0.19
13 H -1.37223 0.87394 -2.19407  0.24
14 H -1.56277 -0.99711 -1.67831  0.20
15 H 0.44829 -2.01841 -0.72420  0.20
16 H 1.89776 -1.27557 -0.81661  0.21
17 H -1.91512 -0.32886 0.47707  0.23
18 H 1.28345 0.42911 0.81258  0.20
19 H 0.13425 -0.82433 2.92370  -0.05
20 H 1.36550 -2.12978 2.22053  -0.04


[2]
The following is a quantum chemistry calculation of a molecular structure, C8H14Br2MgN2, from the OMol25 dataset.

The value obtained for the HOMO-LUMO gap is 8.725 eV. The energy is -157037.85511 eV. As for the net charge: 0. The lowest unoccupied orbital energy is 0.17 eV. The calculation puts the HOMO energy at -0.314 hartree.

Each line ends with the natural charge from an NBO analysis.
Atoms and positions in Å:
1 Mg 10.30143 24.71720 19.70690  1.63
2 Br 9.25353 24.35835 17.64848  -0.85
3 Br 10.63582 26.77909 20.69471  -0.85
4 C 5.24510 21.28716 22.50481  -0.61
5 C 6.25849 22.26014 21.93444  -0.38
6 C 7.70979 21.88880 22.32060  -0.53
7 C 8.66802 22.71765 21.62266  0.46
8 N 9.38541 23.38111 21.03032  -0.51
9 H 4.23718 21.65405 22.30213  0.23
10 H 5.32840 21.15685 23.58397  0.21
11 H 5.32658 20.31930 22.00986  0.21
12 H 6.06872 23.29948 22.20517  0.22
13 H 6.17448 22.24949 20.84332  0.22
14 H 7.90933 20.83965 22.10189  0.26
15 H 7.86005 22.03466 23.39258  0.26
16 C 14.63115 21.99437 17.13778  -0.62
17 C 14.13927 21.19901 18.32351  -0.38
18 C 14.14832 22.01367 19.62759  -0.52
19 C 13.07408 22.99198 19.64112  0.43
20 N 12.22877 23.76448 19.61036  -0.49
21 H 15.72489 22.06165 17.13802  0.21
22 H 14.27331 23.02651 17.12119  0.22
23 H 14.36574 21.52951 16.18919  0.23
24 H 14.81067 20.34726 18.45536  0.21
25 H 13.15740 20.77141 18.12184  0.22
26 H 15.09404 22.54726 19.72163  0.26
27 H 14.00423 21.36129 20.48903  0.26


Let's list energy above the lowest of the compared OMol25 structures with the same formula, charge and spin in order: 2.5938; 0.0000 eV.